{"formula": "C48H94N4O10", "method": "ωB97M-V with the def2-TZVPD basis set", "symbols": ["C", "C", "C", "C", "C", "C", "C", "C", "C", "N", "O", "H", "H", "H", "H", "H", "H", "H", "H", "H", "H", "H", "H", "H", "H", "H", "H", "H", "H", "H", "C", "C", "C", "C", "C", "C", "C", "C", "C", "N", "O", "H", "H", "H", "H", "H", "H", "H", "H", "H", "H", "H", "H", "H", "H", "H", "H", "H", "H", "H", "C", "C", "C", "C", "C", "C", "C", "C", "C", "N", "O", "H", "H", "H", "H", "H", "H", "H", "H", "H", "H", "H", "H", "H", "H", "H", "H", "H", "H", "H", "C", "C", "C", "C", "C", "C", "C", "C", "C", "N", "O", "H", "H", "H", "H", "H", "H", "H", "H", "H", "H", "H", "H", "H", "H", "H", "H", "H", "H", "H", "O", "C", "C", "C", "C", "O", "H", "H", "H", "H", "H", "H", "O", "C", "C", "C", "C", "O", "H", "H", "H", "H", "H", "H", "O", "C", "C", "C", "C", "O", "H", "H", "H", "H", "H", "H"], "positions_angstrom": [[-0.78510, -1.33762, 4.73860], [-1.47207, -0.26318, 5.63559], [-2.79776, 0.16480, 4.96996], [-1.78729, -0.89099, 6.97561], [-2.18580, 0.10791, 8.07551], [-1.06813, 1.12985, 8.25288], [-0.78226, 1.90509, 6.97766], [-1.91409, 2.81454, 6.56444], [0.50023, 2.68137, 7.17190], [-0.49234, 0.84296, 5.94799], [-0.21806, 1.57941, 4.70845], [0.25285, -1.50102, 5.00432], [-1.28492, -2.27729, 4.92656], [-0.90436, -1.07410, 3.69261], [-3.32966, 0.82940, 5.60443], [-2.47433, 0.63854, 4.05923], [-3.41324, -0.71478, 4.92877], [-2.58687, -1.63546, 6.92516], [-0.83499, -1.34325, 7.17487], [-3.13915, 0.62923, 7.86996], [-2.36577, -0.45591, 9.00144], [-0.12892, 0.68095, 8.60978], [-1.38704, 1.94773, 8.94212], [-2.91302, 2.43277, 6.85598], [-1.79263, 3.14118, 5.51904], [-1.80739, 3.78104, 7.07306], [1.41727, 2.08131, 7.05607], [0.43413, 3.16323, 8.16552], [0.60275, 3.45197, 6.42672], [0.73178, 1.53890, 4.66551], [-2.89626, -5.87792, 0.23935], [-2.30467, -4.66047, -0.46621], [-3.22690, -4.23610, -1.59478], [-2.10022, -3.49164, 0.55089], [-0.95837, -3.79882, 1.50549], [0.31910, -4.04358, 0.74388], [0.23947, -5.12758, -0.35265], [1.38794, -5.00272, -1.36584], [0.26450, -6.56674, 0.28888], [-0.99754, -4.85728, -1.12454], [-1.12152, -5.93141, -2.18274], [-2.38404, -6.10261, 1.18999], [-3.94962, -5.73124, 0.49231], [-2.86250, -6.72283, -0.47343], [-3.43850, -5.13694, -2.18331], [-4.14048, -3.87175, -1.14678], [-2.78484, -3.48664, -2.22698], [-1.78274, -2.57727, 0.01800], [-3.04673, -3.21794, 1.01817], [-0.81190, -2.97790, 2.20114], [-1.23047, -4.63816, 2.09683], [1.08300, -4.29844, 1.48038], [0.72519, -3.13818, 0.26357], [1.22890, -4.11025, -1.97428], [1.35153, -5.87229, -2.02921], [2.32934, -4.96410, -0.78791], [-0.30008, -7.15965, -0.44958], [-0.25666, -6.58154, 1.25048], [1.27351, -6.92111, 0.29841], [-1.02874, -5.34071, -2.93266], [2.86440, 1.66119, -3.49410], [3.51690, 0.64145, -4.44122], [4.94458, 0.44750, -4.05412], [2.67733, -0.66185, -4.39594], [1.28386, -0.55733, -4.90253], [1.40518, -0.16328, -6.35245], [2.18793, 1.16432, -6.54282], [2.45582, 1.48550, -8.04047], [1.20059, 2.21947, -6.03515], [3.49345, 1.07827, -5.84209], [4.26183, 2.29286, -6.04889], [1.82736, 1.40134, -3.28301], [3.44008, 1.75840, -2.56473], [2.96793, 2.66341, -3.89916], [5.49696, 1.37452, -3.92139], [4.97926, -0.19447, -3.20657], [5.54945, 0.04811, -4.87642], [3.26084, -1.39705, -4.96570], [2.74658, -1.06525, -3.39805], [0.81803, -1.54543, -4.78743], [0.68511, 0.16224, -4.33627], [0.48096, -0.02594, -6.88871], [1.98706, -0.91070, -6.89309], [2.54631, 2.56662, -8.18934], [1.61248, 1.08353, -8.59835], [3.43464, 1.11703, -8.32913], [0.51408, 2.48361, -6.85123], [1.78814, 3.11624, -5.86444], [0.64412, 1.94553, -5.13307], [3.83906, 3.02299, -5.55598], [-2.33203, 0.71806, -5.48319], [-3.53094, 0.27456, -4.60273], [-4.70873, -0.10214, -5.51651], [-3.14219, -0.98997, -3.79716], [-2.10525, -0.71893, -2.73642], [-2.58338, 0.39411, -1.80065], [-2.99042, 1.70085, -2.58416], [-3.76739, 2.66256, -1.65464], [-1.69670, 2.42086, -3.08546], [-3.93052, 1.30535, -3.62622], [-4.30208, 2.54840, -4.36337], [-2.38932, 1.78475, -5.66429], [-1.44676, 0.64747, -4.88805], [-2.32419, 0.27558, -6.48727], [-5.63870, -0.39619, -4.98202], [-5.01285, 0.65794, -6.22669], [-4.42064, -0.92047, -6.17009], [-4.07220, -1.40358, -3.35280], [-2.73667, -1.69313, -4.51656], [-1.82640, -1.65105, -2.27223], [-1.21538, -0.39078, -3.24276], [-1.82360, 0.57965, -1.06990], [-3.44595, 0.02078, -1.23890], [-3.92946, 3.59595, -2.16979], [-3.35435, 2.72152, -0.65462], [-4.74440, 2.24872, -1.38543], [-0.95797, 1.78107, -3.58539], [-1.32202, 2.94187, -2.20773], [-2.06909, 3.09035, -3.83512], [-5.25370, 2.45855, -4.33608], [0.66453, 3.67914, 0.23945], [0.96465, 4.35795, 1.23672], [0.25079, 4.37243, 2.58407], [1.26302, 5.16457, 3.45131], [2.12896, 5.87395, 2.45882], [1.96833, 5.27664, 1.20247], [-0.73778, 4.76884, 2.42092], [0.22474, 3.32126, 2.90196], [0.78285, 5.89681, 4.06554], [1.82778, 4.50580, 4.10906], [1.80821, 6.90911, 2.39995], [3.23764, 5.81476, 2.65534], [2.50936, 2.17513, 4.48134], [3.52062, 1.49846, 4.20760], [4.92268, 1.97999, 4.01178], [5.71076, 0.67702, 4.18820], [4.75341, -0.40699, 3.73354], [3.45974, 0.14976, 4.11273], [5.08022, 2.48569, 3.05283], [5.05753, 2.68665, 4.81428], [6.60205, 0.65236, 3.57448], [6.05808, 0.45432, 5.19863], [4.64377, -0.55184, 2.66036], [4.73663, -1.36733, 4.27315], [2.93710, -1.17211, -0.97059], [2.08685, -0.61915, -0.27289], [0.62564, -0.25050, -0.51895], [0.04741, -0.02388, 0.86581], [1.26537, 0.14090, 1.73690], [2.46861, -0.22167, 1.01493], [0.64403, 0.67153, -1.08489], [0.18768, -0.97325, -1.18499], [-0.53764, 0.88423, 0.88138], [-0.54678, -0.85240, 1.21611], [1.50041, 1.16656, 2.03714], [1.39227, -0.50512, 2.60695]], "forces_ev_per_a": [[-0.538, 0.824, 0.609], [-0.326, 0.662, 0.067], [1.690, -0.142, 0.542], [-0.341, 0.477, 0.467], [0.390, -0.187, 0.088], [-0.701, 1.059, 0.681], [0.197, -1.994, -1.028], [-0.363, 1.270, 0.332], [0.382, 0.400, 0.330], [0.049, 0.286, -1.157], [-1.186, -0.851, 0.556], [0.287, 0.291, -0.016], [-0.339, -0.344, -0.136], [0.230, -0.009, -0.180], [-0.374, 0.844, 0.332], [-0.748, 0.094, -0.723], [-0.248, -0.463, -0.863], [0.312, -0.179, -0.413], [0.345, -0.700, 1.094], [0.374, -0.341, -0.161], [0.140, 0.189, -0.107], [-0.359, 0.024, -0.014], [0.286, -0.786, 0.126], [0.560, 0.233, -0.652], [-0.454, -0.733, 0.157], [-0.024, -0.158, 0.397], [-0.508, -0.096, 0.427], [0.348, -0.151, -0.405], [-0.085, 0.485, -0.307], [0.992, 0.040, -0.134], [0.097, -0.520, -0.059], [0.409, 0.774, 0.242], [-0.408, -0.891, 0.396], [0.534, 0.285, -0.956], [-0.530, 0.740, -0.486], [0.908, 0.074, -0.440], [-0.464, -0.639, 0.498], [-0.197, -0.216, 0.738], [-1.332, 1.104, -1.432], [0.300, -0.788, -0.607], [0.021, 1.395, 1.557], [-0.132, -0.176, -0.586], [0.032, 0.233, -0.105], [0.136, 0.153, 0.584], [-0.185, 0.368, -0.061], [-0.445, 0.196, -0.120], [0.165, 0.323, -0.169], [-0.243, -0.291, -0.271], [-0.034, -0.341, 0.237], [0.015, 0.177, 0.150], [-0.018, -0.928, 0.680], [0.221, -0.349, -0.156], [-0.486, 0.084, 0.116], [0.292, 0.097, 0.161], [0.303, 0.113, 0.159], [-0.220, 0.039, -0.590], [0.275, -0.240, 0.553], [0.405, -0.192, -0.090], [0.576, -0.290, 0.475], [-0.012, -0.227, -0.428], [0.695, 0.217, 0.497], [-1.428, 0.635, -0.304], [1.182, -0.026, -1.113], [2.233, -0.274, 0.526], [-0.278, -0.401, -0.383], [1.244, 0.247, -1.019], [-0.612, 0.061, 0.180], [0.194, 0.111, 1.095], [0.431, 0.846, -0.253], [-0.093, 0.502, -0.898], [-0.644, -0.646, 0.302], [0.081, 0.424, 0.109], [-0.328, -0.466, 0.056], [-0.480, 0.223, -0.134], [-0.413, 0.335, 0.664], [0.367, -0.379, 0.881], [-0.466, -0.644, 0.014], [-0.303, 0.006, -0.337], [-0.214, 0.154, 0.654], [-0.168, 0.246, -0.118], [0.041, -0.178, 0.004], [-0.589, -0.069, -0.036], [-0.121, -0.412, 0.034], [-0.343, -0.098, 0.050], [0.222, 0.031, -0.403], [-0.136, -0.585, -0.245], [-0.054, -0.223, 0.312], [-0.238, 0.484, 0.316], [0.192, 0.224, -0.312], [-0.015, -0.356, -0.100], [-0.975, 0.679, -0.041], [0.286, -0.082, -0.519], [-0.693, -0.047, 0.175], [-0.814, 0.314, -0.121], [-0.444, 0.729, -0.318], [-0.897, -0.352, -0.657], [0.905, -0.784, 0.963], [-0.366, -1.140, 0.127], [-1.102, -0.558, 0.385], [-0.787, 0.461, -0.850], [0.648, -1.370, 0.527], [-0.367, 0.304, -0.147], [0.779, -0.754, -0.449], [0.319, -0.416, 0.523], [0.721, 0.089, 0.003], [0.176, 0.618, 0.092], [0.161, -0.383, 0.170], [0.494, 0.071, -0.180], [-0.116, -0.350, -0.180], [-0.013, -0.209, 0.667], [0.649, 0.191, -0.173], [0.472, 0.619, 0.403], [-0.157, 0.103, -0.063], [0.152, 0.472, 0.277], [0.884, 0.582, -0.061], [-0.156, -0.176, -0.644], [-0.111, 0.184, 0.709], [0.513, 0.159, -0.255], [0.218, 0.874, -0.295], [-0.357, 0.185, -0.040], [0.952, 1.641, 2.629], [-1.028, -1.095, -2.811], [2.057, -0.799, -0.218], [-0.855, -0.701, 0.416], [1.852, 0.776, 0.381], [-0.889, -1.351, -0.941], [-0.305, 0.221, 0.251], [-0.502, 0.334, 0.052], [-0.380, 0.346, 0.522], [-0.086, -0.158, -0.171], [0.271, 0.307, -0.234], [-1.148, 0.293, 0.176], [2.466, -1.563, -0.774], [-2.823, 0.288, 0.260], [-0.006, -0.508, 0.557], [1.083, -0.453, -0.583], [-1.579, 0.028, 0.425], [-0.572, 1.253, 0.235], [-0.174, -0.237, 0.135], [0.444, 0.407, 0.131], [0.251, 0.101, -0.164], [-0.332, 0.406, 0.121], [0.584, -0.142, -0.105], [0.688, 0.376, -0.366], [-2.351, 1.259, 1.020], [2.925, -0.815, 0.181], [1.250, -0.108, -0.153], [0.028, -0.011, -0.188], [2.090, 0.502, 1.242], [-1.256, -0.709, -2.409], [0.098, 0.453, -0.154], [-0.389, -0.497, 0.080], [-0.294, 0.120, 0.117], [-0.315, -0.299, -0.012], [-0.717, 0.017, 0.164], [-0.987, 0.205, 0.222]], "mol_weight_g_mol": 887.298, "smiles": "CC1(C)CCCC(C)(C)N1O.CC1(C)CCCC(C)(C)N1O.CC1(C)CCCC(C)(C)N1O.CC1(C)CCCC(C)(C)N1O.O=C1CCCO1.O=C1CCCO1.O=C1CCCO1", "gap_ev": 8.7, "e_tot_ha": -2856.5789, "charge": 0, "largest_force_ev_per_a": 3.24, "e_above_lowest_kj_mol": 0.0, "homo_energy_ev": -8.319}